Entry 1:
14
Properties=species:S:1:pos:R:3 method="wB97M-V/def2-TZVPD" e_tot_ha=-738.73955 relative_energy_ev=7.2145 homo_energy_ev=-9.27 charge=0 homo_lumo_gap_ev=8.44 e_lumo_ha=-0.031
C -1.351 1.236 -1.968
C 0.032 -0.417 -1.182
C 0.630 -1.372 -0.501
C 1.043 -1.272 0.991
H -2.527 2.611 -0.896
H -3.380 2.354 -2.404
H -1.416 0.929 -2.960
H -0.148 -0.960 -2.204
H 0.958 -2.273 -0.950
H 1.644 0.137 2.910
N -1.910 2.410 -1.929
N -0.807 0.795 -0.975
O 1.398 -2.206 1.764
S 0.661 0.211 1.793



Entry 2:
110
Properties=species:S:1:pos:R:3 method="wB97M-V/def2-TZVPD" multiplicity=5 e_tot_ha=-3536.49222 homo_energy_ev="-11.45 / -11.44" charge=+2 homo_lumo_gap_ev="6.01 / 3.34" e_lumo_ha="-0.200 / -0.298"
Ru 0.526 -0.931 -1.241
C 1.073 5.583 0.358
C 2.157 5.443 -0.676
C 2.999 6.505 -0.981
C 3.981 6.393 -1.952
C 4.124 5.207 -2.654
C 3.294 4.134 -2.373
C 2.325 4.244 -1.377
N 1.414 3.191 -1.095
C 1.577 1.858 -1.238
N 2.826 1.386 -1.283
C 3.268 0.131 -1.722
C 2.376 -0.877 -2.106
C 2.901 -1.967 -2.809
C 4.263 -2.111 -2.999
C 5.133 -1.177 -2.451
C 4.658 -0.043 -1.814
C 5.609 0.973 -1.239
N 0.522 1.063 -1.297
C -0.761 1.697 -1.331
C -1.435 1.890 -0.129
C -2.668 2.520 -0.116
C -3.219 2.970 -1.307
C -2.548 2.766 -2.505
C -1.311 2.130 -2.543
C -0.572 1.924 -3.837
H 1.221 6.489 0.942
H 1.057 4.733 1.045
H 0.089 5.658 -0.118
H 2.876 7.440 -0.449
H 4.625 7.234 -2.168
H 4.866 5.121 -3.435
H 3.369 3.231 -2.965
H 0.485 3.481 -0.831
H 3.553 2.052 -1.074
H 2.246 -2.717 -3.234
H 4.646 -2.957 -3.554
H 6.202 -1.322 -2.546
H 6.618 0.569 -1.223
H 5.342 1.234 -0.211
H 5.633 1.891 -1.834
H -0.972 1.540 0.787
H -3.188 2.673 0.822
H -4.168 3.490 -1.308
H -2.984 3.123 -3.430
H -1.262 1.902 -4.678
H -0.004 0.993 -3.819
H 0.133 2.741 -4.011
N -1.645 -1.120 -1.368
C -2.803 -1.128 -1.410
N -4.097 -1.155 -1.482
C -4.941 -1.370 -0.299
C -5.953 -0.237 -0.166
C -6.757 -0.095 -1.460
C -5.806 0.181 -2.625
C -4.801 -0.957 -2.760
H -4.304 -1.433 0.582
H -5.468 -2.321 -0.421
H -5.424 0.696 0.043
H -6.606 -0.450 0.682
H -7.483 0.713 -1.365
H -7.315 -1.017 -1.649
H -5.265 1.110 -2.440
H -6.349 0.285 -3.565
H -4.067 -0.753 -3.539
H -5.323 -1.885 -3.009
Cl -2.744 -0.636 3.187
C -2.039 -2.127 3.680
C -2.447 -3.292 3.065
C -1.992 -4.519 3.522
C -1.166 -4.600 4.637
C -0.771 -3.444 5.266
Cl 0.264 -3.512 6.644
C -1.146 -2.173 4.773
N -0.695 -1.054 5.438
C -0.187 0.125 4.938
C -0.446 1.276 5.713
C 0.039 2.499 5.339
C 0.817 2.609 4.183
C 1.141 1.478 3.452
C 0.679 0.215 3.806
C 1.285 -0.964 3.083
C 1.021 -0.894 1.565
O 1.803 -0.209 0.875
O 0.055 -1.536 1.082
H -3.122 -3.235 2.224
H -2.299 -5.427 3.021
H -0.826 -5.559 5.003
H -0.623 -1.169 6.446
H -1.063 1.182 6.598
H -0.182 3.373 5.936
H 1.202 3.575 3.884
H 1.798 1.547 2.594
H 0.945 -1.918 3.469
H 2.367 -0.899 3.192
N 3.438 -5.337 0.845
C 2.168 -5.770 0.660
O 1.648 -6.659 1.298
C 1.387 -5.043 -0.405
C 0.593 -5.773 -1.282
C -0.161 -5.094 -2.225
C -0.142 -3.712 -2.220
N 0.594 -3.007 -1.352
C 1.368 -3.664 -0.483
H 4.020 -5.846 1.491
H 3.883 -4.693 0.216
H 0.579 -6.853 -1.215
H -0.765 -5.626 -2.945
H -0.735 -3.141 -2.922
H 1.969 -3.060 0.183



Entry 3:
54
Properties=species:S:1:pos:R:3 method="wB97M-V/def2-TZVPD" multiplicity=2 e_tot_ha=-3777.50523 relative_energy_ev=7.2855 homo_energy_ev="-10.63 / -10.33" charge=+1 homo_lumo_gap_ev="4.64 / 4.34" e_lumo_ha="-0.220 / -0.220"
Re 0.144 0.247 -0.763
N -0.051 3.034 2.384
C 0.390 2.149 1.508
N -0.236 1.885 0.382
C -1.438 2.551 0.065
N -2.058 2.246 -1.021
N -1.367 1.256 -1.690
C -1.670 0.982 -2.917
C -0.741 0.076 -3.545
C -0.836 -0.394 -4.845
C 0.161 -1.216 -5.335
C 1.243 -1.542 -4.525
C 1.297 -1.037 -3.244
N 0.321 -0.254 -2.751
C -1.928 3.556 0.991
C -3.100 4.279 0.758
C -3.534 5.199 1.687
C -2.809 5.409 2.863
C -1.650 4.704 3.112
C -1.218 3.779 2.170
H 0.464 3.162 3.243
H 1.289 1.594 1.742
H -2.500 1.455 -3.425
H -1.687 -0.121 -5.453
H 0.102 -1.598 -6.345
H 2.042 -2.176 -4.880
H 2.116 -1.254 -2.571
H -3.650 4.102 -0.155
H -4.440 5.760 1.508
H -3.159 6.131 3.588
H -1.085 4.866 4.021
S 1.730 -1.940 0.966
C 3.605 -1.513 1.918
C 4.904 -1.434 1.423
N 5.928 -1.326 0.901
C 3.023 -1.223 3.071
S 1.248 -1.309 2.960
C 3.633 -0.786 4.285
N 4.094 -0.432 5.275
F 2.310 -5.903 -1.787
C 1.761 -4.904 -1.108
F 0.922 -4.251 -1.918
F 1.112 -5.390 -0.071
S 3.081 -3.692 -0.621
O 1.775 -0.637 0.125
O 3.839 -4.321 0.468
N 0.285 -2.626 0.492
S -1.070 -1.874 0.565
O -1.580 -1.574 -0.777
O -1.061 -0.668 1.398
C -2.276 -3.055 1.334
F -1.682 -3.694 2.328
F -2.686 -3.915 0.419
F -3.305 -2.364 1.797



Entry 4:
15
Properties=species:S:1:pos:R:3 method="wB97M-V/def2-TZVPD" e_tot_ha=-610.60044 relative_energy_ev=4.1703 homo_energy_ev=-8.50 charge=0 homo_lumo_gap_ev=9.03 e_lumo_ha=0.019
C 1.921 0.851 -1.033
C -0.498 0.204 1.766
C -1.304 -0.622 -0.391
C -0.144 -0.362 0.446
N 0.900 1.291 -0.518
S -0.724 -1.538 -1.999
H 2.709 1.522 -1.220
H 2.366 -0.117 -0.746
H 0.198 0.347 2.659
H -1.293 -0.372 2.289
H -0.953 1.173 1.602
H -2.139 -1.200 0.043
H -1.694 0.419 -0.708
H 0.685 -1.078 0.489
H -0.030 -0.517 -2.679



Entry 5:
22
Properties=species:S:1:pos:R:3 method="wB97M-V/def2-TZVPD" multiplicity=5 e_tot_ha=-2916.39723 relative_energy_ev=0.0993 homo_energy_ev="-7.83 / -7.77" charge=0 homo_lumo_gap_ev="6.69 / 5.87" e_lumo_ha="-0.042 / -0.070"
C -0.654 -1.448 -1.199
C -1.718 -0.841 -0.411
C -1.493 -1.126 0.957
C -0.307 -1.895 1.085
C 0.241 -2.105 -0.235
Ru 0.677 0.177 -0.560
N 2.277 -0.643 -0.898
C 0.268 1.944 -1.395
C -0.931 2.001 -0.670
H -2.169 -0.851 1.792
H -2.600 -0.329 -0.843
H 0.096 -2.330 2.014
H 1.075 -2.774 -0.490
H -0.636 -1.568 -2.289
H -1.884 1.781 -1.176
H 1.151 2.362 -0.961
H 2.665 0.334 -0.617
H -0.987 2.679 0.202
H 0.306 1.528 -2.381
Se 2.143 1.373 4.064
C 1.477 0.980 2.535
N 1.005 0.752 1.476



Entry 6:
18
Properties=species:S:1:pos:R:3 method="wB97M-V/def2-TZVPD" e_tot_ha=-1333.80743 relative_energy_ev=2.1214 homo_energy_ev=-8.90 charge=0 homo_lumo_gap_ev=8.47 e_lumo_ha=-0.016
C 1.299 -0.584 0.469
C 0.429 0.066 -0.570
C 1.943 0.095 1.372
C -1.425 2.218 0.483
C -0.546 2.147 -0.694
C -1.086 -0.177 -0.327
C -1.705 1.194 -0.545
N 2.366 0.721 2.316
O 0.652 1.482 -0.567
O -0.937 3.844 2.376
S -1.809 2.753 1.966
Cl -0.487 3.449 -1.869
H 1.382 -1.657 0.428
H 0.705 -0.311 -1.567
H -1.486 -0.904 -1.032
H -1.259 -0.540 0.688
H -2.609 1.264 -1.134
H 3.277 1.160 2.312



Entry 7:
13
Properties=species:S:1:pos:R:3 method="wB97M-V/def2-TZVPD" e_tot_ha=-340.76244 relative_energy_ev=0.8836 homo_energy_ev=-7.34 charge=0 homo_lumo_gap_ev=8.22 e_lumo_ha=0.032
N -2.245 -0.487 0.310
C -0.917 -0.042 0.125
C -0.339 1.185 -0.031
C 1.081 0.988 -0.164
C 1.288 -0.361 -0.093
O 2.392 -1.149 -0.174
N 0.088 -0.994 0.077
H -2.656 -0.790 -0.570
H -2.822 0.261 0.675
H -0.864 2.131 -0.072
H 1.833 1.749 -0.323
H 3.165 -0.574 -0.233
H -0.004 -1.916 0.471



Entry 8:
61
Properties=species:S:1:pos:R:3 method="wB97M-V/def2-TZVPD" e_tot_ha=-1741.19539 relative_energy_ev=1.4993 homo_energy_ev=-8.66 charge=0 homo_lumo_gap_ev=9.06 e_lumo_ha=0.015
C 4.911 3.778 -0.921
C 5.747 2.517 -1.119
O 5.495 1.542 -0.125
C 4.321 0.860 -0.134
C 4.065 0.088 1.002
C 2.888 -0.617 1.123
C 1.942 -0.573 0.106
C 2.214 0.147 -1.047
C 3.390 0.866 -1.169
H 3.561 1.427 -2.074
H 1.484 0.170 -1.842
N 0.684 -1.212 0.307
S -0.594 -0.103 0.228
O -1.060 0.011 -1.136
O -1.571 -0.476 1.204
C 0.187 1.422 0.737
C 0.347 2.459 -0.159
C 1.015 3.604 0.242
C 1.523 3.713 1.531
C 1.323 2.663 2.426
C 0.653 1.520 2.035
H 0.485 0.699 2.713
H 1.702 2.747 3.433
C 2.265 4.937 1.969
H 3.213 4.662 2.425
H 1.684 5.480 2.714
H 2.455 5.601 1.130
H 1.145 4.419 -0.455
H -0.049 2.354 -1.157
C 0.481 -2.402 -0.508
H 0.403 -2.142 -1.574
C -0.777 -3.162 -0.066
O -0.722 -4.087 0.716
N -1.893 -2.763 -0.698
H -1.874 -1.884 -1.198
C -3.202 -3.287 -0.371
H -3.021 -4.175 0.239
C -4.080 -2.258 0.362
H -3.523 -1.682 1.097
C -4.689 -1.475 -0.800
H -5.454 -0.771 -0.479
H -3.949 -0.951 -1.401
C -5.267 -2.717 -1.479
H -5.814 -2.555 -2.407
C -4.018 -3.588 -1.647
H -4.262 -4.646 -1.741
H -3.452 -3.290 -2.531
C -6.120 -3.317 -0.356
H -6.274 -4.387 -0.494
H -7.100 -2.839 -0.322
C -5.301 -3.001 0.913
H -5.014 -3.899 1.457
H -5.861 -2.360 1.594
H 1.344 -3.053 -0.352
H 2.679 -1.199 2.007
H 4.806 0.072 1.785
H 5.596 2.100 -2.122
H 6.809 2.751 -1.003
H 5.155 4.505 -1.691
H 3.849 3.548 -0.969
H 5.123 4.211 0.053